The following is a quantum chemistry calculation of a structure of composition C24H56N8O12SZn at a distorted geometry, from OMol25.

Output
Frontier orbital gap, eV: 7.97
Max |F|, eV/A: 5.98
Energy above the lowest of the compared OMol25 structures with the same formula, charge and spin, kcal per mole: 62.32
LUMO energy, hartree: -0.0176

Structure (XYZ):
```
102
Properties=species:S:1:pos:R:3:forces:R:3
Zn -0.45265 0.75767 -1.51662 -1.01 2.13 -1.17
S 0.41074 -0.60279 0.45139 0.42 0.35 -0.27
O -0.06618 0.76240 0.37110 -1.15 3.76 3.71
O 1.76824 -0.59626 0.97966 -0.44 -0.87 -0.22
O -0.50026 -1.48492 1.17447 -0.05 -0.54 0.70
O 0.27398 -0.85235 -0.97977 1.92 -5.34 -1.87
C -1.70999 5.01864 -1.85095 -0.64 -1.05 1.61
C -2.03186 3.63694 -1.17887 1.96 -0.86 -1.25
O -1.38461 2.59576 -1.49223 -1.26 2.64 0.19
N -2.90942 3.64450 -0.18400 -0.15 -0.52 -0.09
C -3.20496 2.46144 0.61555 -0.48 0.32 1.20
H -2.20506 5.73727 -1.19782 0.00 0.41 -0.37
H -2.05683 5.13847 -2.87732 0.16 -0.26 0.11
H -0.63911 5.17602 -1.72226 -0.03 -0.07 -0.38
H -3.44366 4.47326 0.03473 0.29 -0.06 -0.19
H -3.38973 2.83982 1.62094 0.00 -0.07 0.18
H -2.39271 1.74234 0.72154 0.05 0.22 -0.61
H -4.14201 1.98271 0.33120 0.20 -0.15 -0.41
C -1.03534 1.03113 3.53594 -0.24 0.21 -0.07
C -2.46122 0.48315 3.48069 -0.34 -0.09 0.15
O -3.34853 0.86551 4.22597 -0.02 0.43 0.28
N -2.70749 -0.46360 2.54668 0.56 -0.42 -0.35
C -3.95813 -1.16603 2.31476 0.31 0.43 0.60
H -0.26679 0.26012 3.48148 -0.11 -0.16 0.27
H -0.94088 1.64975 4.42840 0.04 -0.31 0.08
H -0.80336 1.67725 2.68929 -0.30 -0.02 -0.23
H -1.90837 -0.76618 2.00820 0.07 0.00 -0.04
H -4.40052 -0.78419 1.39466 -0.38 -0.18 0.01
H -4.62464 -1.04046 3.16805 -0.02 0.34 -0.15
H -3.78832 -2.24037 2.24353 0.17 0.01 -0.19
C -1.00831 -1.01034 -5.32004 -0.08 -0.06 1.26
C -1.20439 0.26166 -4.50884 -0.29 0.40 -0.17
O -0.61494 0.52296 -3.46162 -0.33 -0.52 -1.82
N -2.06510 1.14197 -5.07549 0.19 -0.47 -0.28
C -2.21616 2.50718 -4.64195 -0.08 0.52 0.18
H -0.32447 -1.65638 -4.76949 0.49 0.29 -0.39
H -0.70053 -0.73997 -6.33013 0.05 -0.40 0.08
H -1.92154 -1.60493 -5.29604 -0.31 0.27 -0.46
H -2.48394 0.86566 -5.95203 0.07 0.08 0.18
H -1.31360 2.82101 -4.11756 -0.11 -0.08 0.06
H -3.06826 2.65063 -3.97754 0.02 -0.16 0.16
H -2.37451 3.16459 -5.49684 0.10 -0.13 -0.13
C 1.68096 -3.82601 1.68544 0.27 -0.14 0.38
C 0.97810 -4.07775 3.02664 1.79 -2.82 0.47
O 1.50960 -4.88011 3.84756 -1.39 2.10 -1.28
N -0.22078 -3.50439 3.17186 -1.32 0.24 1.15
C -1.09361 -3.64952 4.35926 1.00 0.30 -0.05
H 2.38870 -3.01048 1.83413 -0.39 0.49 -0.31
H 0.98610 -3.68328 0.85785 0.07 0.51 0.13
H 2.35498 -4.63139 1.39361 -0.34 -0.45 0.46
H -0.57762 -2.87371 2.46829 0.57 0.00 -0.15
H -1.20393 -2.71456 4.90860 -0.01 0.39 -0.34
H -0.60179 -4.28624 5.09466 -0.22 -0.49 -0.41
H -2.09161 -3.97246 4.06296 0.15 -0.32 0.10
C 3.28495 -2.20773 -1.63662 -0.50 0.25 0.22
C 4.52811 -1.84498 -0.85385 0.39 -2.02 -0.03
O 5.60812 -2.32784 -1.17192 0.48 0.55 -0.28
N 4.30720 -1.25777 0.31668 -0.46 1.04 1.22
C 5.18118 -1.10225 1.46202 0.66 0.40 -0.46
H 2.65082 -1.36981 -1.92622 0.22 0.18 -0.31
H 2.63067 -2.73372 -0.94139 0.00 -0.29 0.02
H 3.54251 -2.87667 -2.45777 0.01 0.32 0.01
H 3.35707 -1.04242 0.58310 -0.16 -0.09 -0.63
H 6.17625 -0.75100 1.18898 0.06 -0.25 -0.22
H 5.28324 -2.02106 2.03949 -0.03 -0.04 0.06
H 4.75778 -0.30320 2.07058 -0.07 -0.26 0.20
C 2.44692 2.25900 2.55914 -0.22 0.84 -2.13
C 2.85803 1.39295 3.64843 -0.41 -0.27 1.24
O 3.28304 1.84552 4.69529 0.57 -0.16 0.76
N 2.59931 0.08741 3.43646 0.27 0.07 0.33
C 2.78142 -0.91642 4.45091 0.10 0.42 -0.19
H 2.37858 1.60196 1.69212 -0.46 0.55 -0.41
H 3.11682 3.08821 2.33170 0.42 -0.24 0.27
H 1.50090 2.76314 2.75663 -0.23 -0.41 0.09
H 2.18350 -0.23934 2.57598 0.04 0.41 -0.08
H 2.75994 -1.85212 3.89225 0.04 -0.30 0.65
H 1.98358 -0.83052 5.18859 -0.04 -0.40 0.13
H 3.72956 -0.75158 4.96271 0.02 -0.25 -0.02
C -4.23018 -1.13574 -2.36002 0.94 -0.10 0.99
C -3.03092 -0.99443 -1.40393 0.90 0.80 0.24
O -2.37224 0.08365 -1.38360 -2.00 -1.58 -0.15
N -2.65850 -2.02092 -0.59578 -1.30 0.92 -1.31
C -3.26890 -3.33245 -0.44249 0.16 -0.04 -0.69
H -3.87734 -1.77824 -3.16673 -0.48 -0.35 0.01
H -4.54758 -0.19011 -2.79949 0.34 0.06 0.32
H -5.03933 -1.54789 -1.75711 -0.18 -0.34 -0.53
H -1.94781 -1.75491 0.07075 0.65 -0.17 0.13
H -2.47352 -4.07772 -0.43702 0.05 0.04 0.73
H -3.82904 -3.66631 -1.31593 -0.27 0.58 -0.10
H -3.92509 -3.35400 0.42759 0.19 -0.32 0.02
C 3.77385 1.70420 -1.35597 -0.74 -0.51 -0.53
C 2.54951 1.90933 -2.24468 -2.71 -2.12 3.42
O 1.40387 1.38140 -2.03260 3.57 1.21 -0.73
N 2.69025 2.78470 -3.16893 0.66 3.00 -3.30
C 1.61442 3.25533 -4.06237 0.06 -0.43 0.96
H 3.45426 1.46049 -0.34277 0.06 0.18 -0.10
H 4.41343 2.58487 -1.41479 0.02 -0.10 0.25
H 4.32494 0.84336 -1.73459 0.10 -0.03 0.04
H 3.51833 3.36296 -3.17246 0.05 -0.41 -0.01
H 1.96911 3.98470 -4.79060 0.31 -0.30 0.09
H 0.89076 3.75583 -3.41902 -0.40 -0.13 -0.21
H 1.17455 2.38139 -4.54283 -0.14 0.23 -0.03
```
Positions in Å, forces in eV/Å.

Löwdin population analysis, charges in e, atoms 1 to 4: number 1, Zn, carries 0.53; number 2, S, carries 0.32; number 3, O, carries -0.33; number 4, O, carries -0.33